i | Formula: C4H5BrNO2
Source: OMol25
Level of theory: wB97M-V/def2-TZVPD

Results
HOMO ... -4.53 eV
Kohn-Sham gap ... 8.271 eV
LUMO level ... 3.7 eV

```
! RIJCOSX wB97M-V def2-TZVPD def2/J DEFGRID3
* xyz -1 1
C 1.348 0.169 1.477
C 1.687 0.772 0.318
C -2.157 -0.986 0.926
C 0.446 0.049 -1.970
N 1.509 0.058 -1.383
O -1.042 -1.089 0.589
O -3.071 -1.172 1.671
Br -3.107 0.482 -0.925
H 1.261 0.722 2.377
H 1.292 -0.912 1.529
H 1.784 1.802 0.127
H 0.641 -0.034 -3.116
H -0.591 0.138 -1.621
*
```

ii | Formula: C4H5BrNO2
Source: OMol25
Level of theory: wB97M-V/def2-TZVPD

Results
HOMO ... -5.26 eV
Kohn-Sham gap ... 8.921 eV
LUMO level ... 3.7 eV

```
! RIJCOSX wB97M-V def2-TZVPD def2/J DEFGRID3
* xyz -1 1
C -2.027 -0.906 -0.400
C -2.563 0.276 -0.126
C 2.643 -1.573 -0.053
C 0.912 2.216 0.678
N -0.137 2.568 0.979
O 3.419 -2.134 0.641
O 1.531 -1.548 -0.475
Br 3.577 0.343 -0.757
H -2.550 -1.667 -0.728
H -0.931 -1.070 -0.228
H -3.658 0.572 -0.343
H 1.890 1.905 0.402
H -2.105 1.020 0.410
*
```

Name the most stable of them. ii.

i | Formula: C4H3N2
Source: OMol25
Level of theory: wB97M-V/def2-TZVPD

Results
HOMO (spin up / spin down) ... -15.24 / -15.18 eV
Kohn-Sham gap (spin up / spin down) ... 7.760 / 8.201 eV
LUMO level (spin up / spin down) ... -7.5 / -7.0 eV

```
! RIJCOSX wB97M-V def2-TZVPD def2/J DEFGRID3
* xyz 1 1
C -2.748 -2.064 -1.122
C -1.408 -2.107 -1.150
C -0.507 -0.420 -0.958
C 0.239 1.210 0.677
N -3.844 -2.256 -0.797
N -0.023 0.307 -0.164
H -0.703 -2.824 -1.300
H 1.177 1.103 1.155
H -0.502 2.093 0.881
*
```

ii | Formula: C4H3N2
Source: OMol25
Level of theory: wB97M-V/def2-TZVPD

Results
HOMO (spin up / spin down) ... -15.86 / -15.62 eV
Kohn-Sham gap (spin up / spin down) ... 8.470 / 7.552 eV
LUMO level (spin up / spin down) ... -7.4 / -8.1 eV

```
! RIJCOSX wB97M-V def2-TZVPD def2/J DEFGRID3
* xyz 1 1
C 0.490 -2.711 -1.035
C -0.010 -1.039 -1.801
C 0.214 -0.984 -0.331
C 0.056 0.137 0.978
N 0.303 -2.253 -2.236
N 0.436 -2.340 0.145
H -0.366 -0.219 -2.486
H -0.002 -0.632 1.837
H -0.296 1.155 0.940
*
```

Name the most stable of them. i.

i | Formula: C3H10N2O3
Source: OMol25
Level of theory: wB97M-V/def2-TZVPD

Results
HOMO ... -8.93 eV
SMILES ... c1c[nH]cn1.O.O.O
Kohn-Sham gap ... 9.254 eV
LUMO level ... 0.3 eV

```
! RIJCOSX wB97M-V def2-TZVPD def2/J DEFGRID3
* xyz 0 1
C 0.010 0.852 2.509
C 0.549 -0.466 2.236
N 0.749 -0.607 0.797
C 0.269 0.635 0.317
N -0.200 1.432 1.311
H 0.180 1.450 3.416
H 0.955 -1.100 2.918
H 0.234 0.725 -0.733
H -0.371 2.484 1.157
H 1.837 -1.786 -1.526
H 1.465 -3.024 -0.782
O 1.487 -2.702 -1.696
H -1.869 -2.335 -2.110
H -0.406 -2.696 -2.471
O -1.307 -3.037 -2.469
H -1.914 3.510 -0.694
H -0.658 3.091 -1.398
O -1.009 3.573 -0.782
*
```

ii | Formula: C3H10N2O3
Source: OMol25
Level of theory: wB97M-V/def2-TZVPD

Results
HOMO ... -9.10 eV
SMILES ... CN(O)C(O)(O)CN
Kohn-Sham gap ... 9.902 eV
LUMO level ... 0.8 eV

```
! RIJCOSX wB97M-V def2-TZVPD def2/J DEFGRID3
* xyz 0 1
C -0.126 -0.248 0.560
C -1.188 -0.875 -0.372
C 2.247 0.350 0.198
N 0.945 0.123 -0.413
N -2.236 0.091 -0.669
O 0.600 1.282 -1.144
O -0.614 0.870 1.216
O 0.378 -1.139 1.505
H 0.280 1.949 -0.506
H -1.569 0.902 1.010
H 0.590 -1.981 1.088
H -1.933 0.695 -1.427
H -3.097 -0.373 -0.937
H -1.601 -1.758 0.120
H -0.397 -1.056 -1.245
H 2.950 0.629 -0.584
H 2.582 -0.588 0.633
H 2.189 1.127 0.966
*
```

Name the most stable of them. i.

i | Formula: CH3ClO2S
Source: OMol25
Level of theory: wB97M-V/def2-TZVPD

Results
HOMO ... -9.91 eV
SMILES ... O=CO.SCl
Kohn-Sham gap ... 9.161 eV
LUMO level ... -0.8 eV

```
! RIJCOSX wB97M-V def2-TZVPD def2/J DEFGRID3
* xyz 0 1
C -0.447 -0.045 1.639
O -0.190 0.994 1.121
O -0.311 -1.202 1.014
S 0.916 0.488 -1.481
Cl -0.841 1.133 -2.461
H 0.116 -0.920 0.185
H -0.780 -0.252 2.600
H 1.537 -0.194 -2.617
*
```

ii | Formula: CH3ClO2S
Source: OMol25
Level of theory: wB97M-V/def2-TZVPD

Results
HOMO ... -10.13 eV
SMILES ... O=C(O)S.Cl
Kohn-Sham gap ... 10.544 eV
LUMO level ... 0.4 eV

```
! RIJCOSX wB97M-V def2-TZVPD def2/J DEFGRID3
* xyz 0 1
C 0.731 0.018 0.050
O 0.319 0.487 -0.990
O 1.093 0.651 1.126
S 0.708 -1.753 0.156
Cl -2.061 0.379 0.412
H -1.617 0.596 -0.877
H 0.892 1.536 1.058
H -0.064 -1.914 -0.935
*
```

Name the most stable of them. ii.

i | Formula: C3H15N2O2
Source: OMol25
Level of theory: wB97M-V/def2-TZVPD

Results
<S²> ... 0.751
HOMO (spin up / spin down) ... -2.63 / -9.47 eV
Kohn-Sham gap (spin up / spin down) ... 3.173 / 9.800 eV
LUMO level (spin up / spin down) ... 0.5 / 0.3 eV

```
! RIJCOSX wB97M-V def2-TZVPD def2/J DEFGRID3
* xyz 0 2
C -1.492 -1.619 -0.341
C -0.173 -1.671 -1.160
C 0.530 -0.342 -1.175
N 0.988 0.239 0.258
N -1.677 -0.256 0.107
H -1.296 -2.384 0.507
H -2.360 -1.902 -1.015
H 0.482 -2.518 -0.764
H -0.315 -2.144 -2.201
H 1.430 -0.570 -1.698
H -0.131 0.375 -1.819
H 1.389 1.119 0.181
H 1.493 -0.382 0.764
H 0.052 0.376 0.853
H -2.573 -0.066 0.563
H -1.475 0.559 -0.535
H 1.157 3.571 -1.091
H -0.259 3.004 -0.616
O 0.637 2.795 -0.559
H 1.162 -0.174 3.658
H 1.319 1.467 3.152
O 1.113 0.521 2.929
*
```

ii | Formula: C3H15N2O2
Source: OMol25
Level of theory: wB97M-V/def2-TZVPD

Results
<S²> ... 0.751
HOMO (spin up / spin down) ... -2.50 / -10.01 eV
Kohn-Sham gap (spin up / spin down) ... 2.945 / 10.349 eV
LUMO level (spin up / spin down) ... 0.4 / 0.3 eV

```
! RIJCOSX wB97M-V def2-TZVPD def2/J DEFGRID3
* xyz 0 2
C 0.919 0.069 -1.384
N 0.970 -1.374 -1.653
C -0.464 0.601 -0.937
N -0.984 -0.406 0.083
C -1.985 0.020 1.001
H 1.567 0.144 -0.408
H 1.381 0.689 -2.139
H 1.896 -1.768 -1.373
H 1.021 -1.522 -2.715
H -0.498 1.531 -0.437
H -1.222 0.714 -1.815
H -0.084 -0.850 0.466
H -1.234 -1.264 -0.373
H -1.651 0.872 1.548
H -2.806 0.285 0.411
H -2.280 -0.857 1.641
H 0.794 3.139 2.243
H -0.720 3.109 2.149
O 0.079 2.857 1.612
H 1.674 -2.495 0.007
H 2.112 -1.715 1.428
O 1.515 -1.779 0.646
*
```

Name the most stable of them. ii.

i | Formula: FNO4S
Source: OMol25
Level of theory: wB97M-V/def2-TZVPD

Results
HOMO (spin up / spin down) ... -10.98 / -10.52 eV
Kohn-Sham gap (spin up / spin down) ... 7.649 / 8.430 eV
LUMO level (spin up / spin down) ... -3.3 / -2.1 eV

```
! RIJCOSX wB97M-V def2-TZVPD def2/J DEFGRID3
* xyz 0 1
N -1.159 -0.659 0.164
O -1.093 -1.790 -0.108
O -1.953 0.051 0.598
O 1.653 1.888 1.123
O 1.651 -0.715 -0.481
F 0.147 1.016 -1.293
S 0.755 0.209 -0.001
*
```

ii | Formula: FNO4S
Source: OMol25
Level of theory: wB97M-V/def2-TZVPD

Results
HOMO ... -11.73 eV
Kohn-Sham gap ... 10.477 eV
LUMO level ... -1.3 eV

```
! RIJCOSX wB97M-V def2-TZVPD def2/J DEFGRID3
* xyz 0 1
N 0.360 -0.684 -1.013
O 0.925 -0.869 -0.058
O 0.655 -0.865 -2.144
O -1.025 -0.050 1.905
O -0.011 1.798 0.519
F -0.984 -0.174 -0.839
S 0.080 0.844 1.630
*
```

Name the most stable of them. ii.

i | Formula: C3H4N3O2
Source: OMol25
Level of theory: wB97M-V/def2-TZVPD

Results
HOMO ... -3.62 eV
SMILES ... O=C([O-])N1N=CCN1
Kohn-Sham gap ... 7.552 eV
LUMO level ... 3.9 eV

```
! RIJCOSX wB97M-V def2-TZVPD def2/J DEFGRID3
* xyz -1 1
C 0.481 1.454 -0.046
C -0.788 -1.273 1.480
C 0.455 0.568 -1.270
N 0.430 0.812 1.047
N 0.337 -0.759 -0.671
N 0.394 -0.594 0.757
O -0.689 -1.293 2.690
O -1.631 -1.708 0.699
H 0.535 2.528 -0.074
H -0.350 0.829 -1.972
H 1.413 0.627 -1.816
H -0.587 -1.192 -0.824
*
```

ii | Formula: C3H4N3O2
Source: OMol25
Level of theory: wB97M-V/def2-TZVPD

Results
HOMO (spin up / spin down) ... -4.40 / -4.38 eV
Kohn-Sham gap (spin up / spin down) ... 7.744 / 8.255 eV
LUMO level (spin up / spin down) ... 3.3 / 3.9 eV

```
! RIJCOSX wB97M-V def2-TZVPD def2/J DEFGRID3
* xyz -1 1
C -1.685 0.009 -1.595
C 0.327 -0.379 -0.166
C -0.843 0.446 -0.552
N -2.241 -0.376 -2.534
N -2.700 0.473 1.208
N -2.554 1.609 1.707
O -1.861 2.515 1.217
O -3.302 1.777 2.659
H 1.087 -0.482 -0.989
H 0.783 0.009 0.823
H -0.024 -1.354 0.054
H -0.852 1.607 -0.344
*
```

Name the most stable of them. i.

i | Formula: C4H6N
Source: OMol25
Level of theory: wB97M-V/def2-TZVPD

Results
HOMO ... -14.90 eV
SMILES ... C=[N+]=C=CC
Kohn-Sham gap ... 9.002 eV
LUMO level ... -5.9 eV

```
! RIJCOSX wB97M-V def2-TZVPD def2/J DEFGRID3
* xyz 1 1
C -0.144 -0.374 0.102
C -0.118 0.474 -0.956
C -0.092 -2.124 1.838
C 0.382 1.790 -1.181
N -0.166 -1.097 1.113
H -0.847 0.025 -1.641
H -0.709 -2.939 1.786
H 0.600 -2.131 2.701
H -0.416 2.362 -0.665
H 0.232 2.011 -2.329
H 1.278 2.003 -0.768
*
```

ii | Formula: C4H6N
Source: OMol25
Level of theory: wB97M-V/def2-TZVPD

Results
HOMO ... -15.13 eV
SMILES ... C=[N+]1C=C1C
Kohn-Sham gap ... 10.768 eV
LUMO level ... -4.4 eV

```
! RIJCOSX wB97M-V def2-TZVPD def2/J DEFGRID3
* xyz 1 1
C 0.938 -0.055 1.146
C 0.550 -0.378 -0.119
C -1.178 1.363 0.889
C 0.440 -1.022 -1.364
N -0.272 0.539 0.805
H 1.628 0.038 1.942
H -1.945 1.188 0.162
H -1.450 1.841 1.856
H 1.111 -1.909 -1.732
H 0.746 -0.299 -2.033
H -0.567 -1.306 -1.552
*
```

Name the most stable of them. i.